[1]
Density functional theory data (the ωB97M-V functional and the def2-TZVPD basis) for a cluster of 2 separate species, C4H8OS in total.

As for the total charge: 0. Its HOMO energy is -9.383 eV. As for the orbital gap: 9.441 eV.

Element x y z (Å)
C  0.999  -0.542  0.517
C  1.828  -0.210  -0.739
C  0.693  0.728  -1.262
C  0.091  0.755  0.237
H  -1.019  -1.358  -0.126
H  1.449  -0.653  1.532
H  1.997  -1.257  -1.276
H  2.991  0.144  -0.584
H  0.125  0.401  -2.173
H  1.159  1.823  -1.547
H  0.315  1.674  0.924
H  -2.057  0.109  1.939
O  0.296  -1.757  0.411
S  -1.812  0.549  0.344

---

[2]
Density functional theory data (the ωB97M-V functional and the def2-TZVPD basis) for the molecule C3H9N.

As for the total charge: 0. The SMILES is CCNC. Its HOMO energy is -8.638 eV. As for the orbital gap: 9.706 eV.

Element x y z (Å)
C  -1.278  0.634  -0.054
C  -0.563  -0.777  0.193
C  1.699  0.380  0.090
H  -2.230  0.281  0.543
H  -1.075  1.525  0.095
H  -1.860  0.306  -1.103
H  -0.925  -1.005  1.391
H  -1.335  -1.529  -0.327
H  0.887  -1.053  -1.159
H  1.299  1.243  -0.501
H  2.008  0.583  1.191
H  2.564  0.240  -0.263
N  0.810  -0.829  -0.094

---

[3]
Density functional theory data (the ωB97M-V functional and the def2-TZVPD basis) for a cluster of 2 separate species, C3H7N3O in total.

As for the total charge: 0. The SMILES is C/N=C(/N)O.C#N. Its HOMO energy is -9.210 eV. As for the orbital gap: 9.532 eV.

Element x y z (Å)
C  0.854  0.011  0.000
C  -0.974  -1.465  -0.369
N  -0.366  -0.325  0.309
N  1.700  0.689  0.815
O  1.443  -0.400  -1.125
C  -1.673  1.718  0.167
N  -2.824  1.831  0.343
H  2.285  0.068  -1.230
H  -0.653  2.070  -0.062
H  1.196  0.985  1.647
H  2.469  0.100  1.126
H  -0.813  -1.416  -1.450
H  -0.592  -2.415  0.017
H  -2.051  -1.451  -0.188

---

[4]
Density functional theory data (the ωB97M-V functional and the def2-TZVPD basis) for a cluster of 2 separate species, C4H3BrNO2 in total.

As for the expectation value of S²: 2.033. As for the total charge: -1. The spin multiplicity is 3. Its HOMO energy (alpha / beta) is -4.246 / -4.425 eV. As for the orbital gap (alpha / beta): 7.355 / 6.527 eV.

Element x y z (Å)
C  1.686  -2.130  -0.924
C  0.878  -1.221  -1.007
C  -1.402  1.203  1.300
C  0.152  -0.103  -1.183
N  -0.332  0.278  1.308
O  -1.468  1.932  2.344
O  -2.224  0.943  0.405
Br  1.003  1.530  -1.741
H  2.052  -3.132  -1.139
H  -0.935  0.089  -1.076
H  0.590  0.611  1.713

---

[5]
Density functional theory data (the ωB97M-V functional and the def2-TZVPD basis) for the molecule C7H10.

As for the total charge: 0. The SMILES is CCC1=C=CCC1. Its HOMO energy (alpha / beta) is -7.984 / -7.982 eV. As for the orbital gap (alpha / beta): 7.948 / 7.946 eV.

Element x y z (Å)
C  2.223  0.357  0.126
C  1.209  -0.611  0.736
C  -0.163  -0.021  0.742
C  -1.630  -0.051  -0.984
C  -1.387  -0.822  0.372
C  -0.380  1.305  0.514
C  -1.242  1.356  -0.527
H  1.932  0.621  -0.896
H  3.224  -0.081  0.103
H  2.250  1.291  0.693
H  1.164  -1.546  0.162
H  1.507  -0.900  1.752
H  -2.645  -0.128  -1.386
H  -0.947  -0.471  -1.737
H  -1.220  -1.902  0.281
H  -2.238  -0.649  1.038
H  -1.656  2.250  -0.987

---

[6]
Density functional theory data (the ωB97M-V functional and the def2-TZVPD basis) for the molecule C4H8BrNO2.

As for the total charge: 0. Its HOMO energy (alpha / beta) is -7.565 / -7.898 eV. As for the orbital gap (alpha / beta): 7.335 / 7.976 eV.

Element x y z (Å)
C  0.399  -0.568  1.128
C  -0.178  0.861  0.934
C  -0.115  -1.431  0.030
C  0.000  1.165  -0.573
N  -0.777  0.487  -1.463
O  0.650  -2.263  -0.699
O  1.292  0.892  -1.016
Br  -2.605  0.677  -1.309
H  1.467  -0.440  1.295
H  -0.305  -0.813  2.011
H  -1.288  0.926  1.087
H  0.214  1.578  1.694
H  -1.145  -1.767  0.013
H  -0.280  2.240  -0.693
H  1.602  -2.019  -0.648
H  1.070  0.475  -1.790

---

[7]
Density functional theory data (the ωB97M-V functional and the def2-TZVPD basis) for a cluster of 5 separate species, CH11O4S in total.

As for the total charge: -1. Its HOMO energy is -3.264 eV. As for the orbital gap: 6.945 eV.

Element x y z (Å)
C  1.340  -0.372  -2.642
S  1.437  1.392  -2.062
H  2.011  -0.952  -2.010
H  1.628  -0.407  -3.689
H  0.332  -0.753  -2.484
H  2.689  1.167  1.050
H  1.474  1.210  0.168
O  1.729  1.188  1.128
H  -0.755  1.209  -0.812
H  -1.860  0.238  -0.994
O  -1.129  0.404  -0.392
H  -1.714  -2.024  1.832
H  -2.941  -1.602  2.499
O  -2.590  -2.375  2.055
H  0.151  0.725  2.404
H  -1.020  0.500  1.504
O  -0.781  0.453  2.446

---

[8]
Density functional theory data (the ωB97M-V functional and the def2-TZVPD basis) for the ion C4H8OS2 with charge +1.

As for the expectation value of S²: 0.755. As for the total charge: +1. The spin multiplicity is 2. Its HOMO energy (alpha / beta) is -13.639 / -13.587 eV. As for the orbital gap (alpha / beta): 6.870 / 4.877 eV.

Element x y z (Å)
C  -1.373  -0.497  0.377
C  -2.875  -0.497  0.478
O  -3.615  -1.308  0.021
C  -0.812  0.956  0.025
S  0.827  1.205  0.680
S  1.623  -0.840  -0.263
C  3.210  -0.125  -0.604
H  -0.945  -0.841  1.320
H  -1.098  -1.192  -0.416
H  -3.209  0.462  0.892
H  -1.573  1.629  0.432
H  -0.871  1.086  -1.059
H  3.860  -0.942  -0.943
H  3.754  0.168  0.301
H  3.099  0.737  -1.240

---

[9]
Density functional theory data (the ωB97M-V functional and the def2-TZVPD basis) for a cluster of 2 separate species, C3H10NO2 in total.

As for the expectation value of S²: 0.754. As for the total charge: 0. The spin multiplicity is 2. Its HOMO energy (alpha / beta) is -9.534 / -9.539 eV. As for the orbital gap (alpha / beta): 10.351 / 7.513 eV.

Element x y z (Å)
C  0.728  0.835  -0.988
N  -0.207  0.360  -0.001
C  0.353  -0.650  0.907
C  0.099  -2.181  0.431
O  -0.636  -2.228  -0.684
H  1.625  1.325  -0.529
H  0.382  1.741  -1.511
H  1.071  0.111  -1.713
H  -0.963  -0.132  -0.471
H  -0.106  -0.470  1.874
H  1.438  -0.499  0.958
H  -0.280  -2.801  1.278
H  1.112  -2.536  0.104
H  -1.266  1.713  0.464
H  -1.747  2.767  -0.531
O  -1.603  2.645  0.413

---

[10]
Density functional theory data (the ωB97M-V functional and the def2-TZVPD basis) for a structure of composition C20H41Cl10CuN3O6.

As for the total charge: -1. Its HOMO energy is -5.434 eV. As for the orbital gap: 7.319 eV.

Element x y z (Å)
Cu  -1.557  -1.360  2.137
C  -0.865  -0.701  -0.318
O  -0.668  -0.350  -1.526
O  -2.054  -0.626  0.217
O  0.081  -1.098  0.482
C  0.064  0.744  3.263
O  -0.295  -0.386  3.598
N  0.651  1.645  4.041
C  1.009  2.956  3.540
C  0.976  1.432  5.446
H  -0.047  1.118  2.233
H  0.978  2.968  2.450
H  2.006  3.292  3.815
H  0.253  3.666  3.889
H  0.733  0.410  5.722
H  2.034  1.658  5.583
H  0.393  2.110  6.074
C  1.999  2.066  -0.492
O  2.752  2.201  0.456
N  1.770  3.013  -1.435
C  2.479  4.275  -1.425
C  0.950  2.713  -2.584
H  1.456  1.139  -0.750
H  3.168  4.307  -0.585
H  1.776  5.107  -1.366
H  3.079  4.373  -2.334
H  0.302  3.519  -2.933
H  1.614  2.355  -3.376
H  0.208  1.920  -2.449
C  3.280  1.324  3.516
O  3.846  2.080  4.299
N  3.754  0.136  3.113
C  3.043  -0.580  2.050
C  4.964  -0.453  3.649
H  2.303  1.514  3.041
H  3.516  -0.272  1.114
H  1.965  -0.453  2.079
H  3.261  -1.654  2.036
H  5.541  0.173  4.318
H  4.614  -1.341  4.188
H  5.632  -0.825  2.869
Cl  -3.550  2.991  -2.639
C  -2.926  1.433  -3.256
C  -3.755  0.241  -2.805
Cl  -5.449  0.464  -3.405
H  -1.924  1.309  -2.841
H  -2.803  1.394  -4.338
H  -3.777  0.188  -1.720
H  -3.441  -0.710  -3.224
Cl  -6.260  -2.053  0.874
C  -5.215  -0.703  1.420
C  -5.538  0.559  0.653
Cl  -7.048  1.310  1.141
H  -4.198  -1.046  1.265
H  -5.452  -0.600  2.476
H  -5.632  0.359  -0.413
H  -4.743  1.302  0.713
Cl  1.782  -2.828  -4.807
C  0.222  -2.078  -4.424
C  0.274  -0.578  -4.471
Cl  0.324  0.070  -6.114
H  -0.239  -2.520  -3.538
H  -0.478  -2.513  -5.148
H  1.141  -0.256  -3.902
H  -0.670  -0.263  -4.030
Cl  -2.075  -5.497  -0.586
C  -1.953  -3.734  -0.937
C  -3.288  -3.064  -1.230
Cl  -4.205  -3.940  -2.434
H  -1.227  -3.619  -1.738
H  -1.537  -3.254  -0.056
H  -3.097  -2.051  -1.581
H  -3.860  -2.953  -0.311
Cl  3.918  -1.835  -2.077
C  2.489  -1.969  -1.032
C  2.246  -3.386  -0.550
Cl  3.415  -3.884  0.687
H  1.620  -1.648  -1.612
H  2.446  -1.262  -0.209
H  2.251  -4.141  -1.331
H  1.248  -3.350  -0.111

---

[11]
Density functional theory data (the ωB97M-V functional and the def2-TZVPD basis) for a structure of composition C31H31BF6GeN5O6S4Ta.

As for the total charge: +2. Its HOMO energy is -13.005 eV. As for the orbital gap: 4.813 eV.

Element x y z (Å)
Ta  0.988  1.392  -1.037
C  -2.187  2.044  -4.116
N  -1.485  3.292  -3.830
C  -1.286  4.296  -4.739
C  -0.717  5.326  -4.066
N  -0.581  4.964  -2.750
B  -0.028  6.086  -1.746
N  -0.192  5.615  -0.272
C  -1.007  6.167  0.681
C  -0.835  5.468  1.833
N  0.089  4.485  1.572
C  0.562  3.484  2.521
C  0.461  4.605  0.291
S  1.689  3.661  -0.502
C  -1.045  3.719  -2.622
S  -1.177  2.716  -1.188
H  -2.413  2.027  -5.178
H  -3.118  2.003  -3.553
H  -1.566  1.189  -3.869
H  -1.577  4.199  -5.770
H  -0.414  6.300  -4.409
H  -0.719  7.048  -1.904
H  1.133  6.259  -1.995
H  -1.635  7.013  0.462
H  -1.278  5.586  2.807
H  0.082  3.670  3.477
H  1.641  3.553  2.637
H  0.286  2.483  2.192
F  3.512  1.074  -4.409
C  3.278  1.729  -3.331
F  1.804  1.467  -3.042
F  3.356  3.005  -3.478
S  4.124  1.093  -1.794
O  3.070  1.570  -0.827
O  5.361  1.752  -1.700
N  4.174  -0.425  -1.907
S  3.036  -1.415  -1.406
O  3.497  -2.368  -0.477
O  1.837  -0.627  -1.000
C  2.503  -2.309  -2.985
F  3.279  -1.927  -3.980
F  1.249  -1.970  -3.244
F  2.605  -3.591  -2.773
O  -0.328  0.359  0.023
C  -0.845  -0.218  -1.044
O  -0.299  0.152  -2.135
C  -1.976  -1.151  -0.949
C  -2.365  -1.570  0.466
Ge  -1.057  -2.587  1.575
C  -2.084  -3.507  2.937
C  -1.595  -3.615  4.239
C  -2.299  -4.326  5.201
C  -3.501  -4.936  4.873
C  -3.996  -4.841  3.580
C  -3.290  -4.131  2.620
C  -0.081  -3.814  0.418
C  -0.702  -4.358  -0.709
C  -0.094  -5.359  -1.455
C  1.153  -5.839  -1.078
C  1.780  -5.321  0.046
C  1.166  -4.321  0.788
C  0.137  -1.300  2.451
C  -0.364  -0.498  3.478
C  0.443  0.435  4.119
C  1.766  0.595  3.730
C  2.280  -0.187  2.702
C  1.471  -1.134  2.082
H  -1.728  -1.989  -1.606
H  -2.793  -0.619  -1.459
H  -3.259  -2.189  0.385
H  -2.664  -0.694  1.046
H  -0.655  -3.148  4.511
H  -1.907  -4.406  6.207
H  -4.050  -5.489  5.623
H  -4.929  -5.322  3.319
H  -3.691  -4.081  1.612
H  -1.704  -4.047  -0.988
H  -0.603  -5.782  -2.312
H  1.624  -6.629  -1.648
H  2.742  -5.707  0.357
H  1.661  -3.960  1.682
H  -1.390  -0.621  3.810
H  0.042  1.018  4.939
H  2.407  1.297  4.250
H  3.324  -0.101  2.426
H  1.900  -1.769  1.318

---

[12]
Density functional theory data (the ωB97M-V functional and the def2-TZVPD basis) for a structure of composition C17H21N5O2SSeTi.

As for the total charge: +2. Its HOMO energy is -14.584 eV. As for the orbital gap: 6.420 eV.

Element x y z (Å)
Ti  -0.682  0.854  0.868
O  0.899  -0.095  -0.084
S  -0.350  -1.939  2.173
N  -0.119  -0.391  2.437
C  -1.269  4.518  -0.246
C  -0.061  3.830  0.247
C  1.102  4.598  0.737
O  -0.008  2.580  0.261
H  -0.992  5.111  -1.123
H  -1.593  5.241  0.509
H  -2.070  3.827  -0.492
H  1.075  5.634  0.410
H  2.031  4.113  0.442
H  1.059  4.580  1.833
Se  -4.422  2.623  3.215
C  -3.071  2.031  2.393
N  -2.100  1.605  1.806
N  0.927  0.327  2.070
C  1.653  -0.207  0.944
N  2.872  -0.614  0.995
C  3.608  -0.766  2.268
C  3.992  -2.227  2.458
C  4.765  -2.750  1.251
C  3.968  -2.546  -0.035
C  3.580  -1.085  -0.215
H  2.986  -0.389  3.077
H  4.497  -0.137  2.194
H  3.085  -2.818  2.610
H  4.587  -2.307  3.369
H  4.996  -3.805  1.385
H  5.723  -2.226  1.175
H  3.060  -3.157  -0.016
H  4.546  -2.855  -0.905
H  2.931  -0.926  -1.072
H  4.467  -0.457  -0.323
N  -1.895  -0.024  -0.559
C  -2.659  -0.501  -1.280
C  -3.593  -1.087  -2.167
C  -4.919  -1.246  -1.747
C  -5.824  -1.823  -2.615
C  -5.408  -2.228  -3.880
C  -4.089  -2.065  -4.291
C  -3.167  -1.494  -3.437
H  -5.223  -0.925  -0.760
H  -6.852  -1.958  -2.311
H  -6.123  -2.678  -4.555
H  -3.783  -2.385  -5.276
H  -2.137  -1.362  -3.737

---

[13]
Density functional theory data (the ωB97M-V functional and the def2-TZVPD basis) for the molecule C3H4ClF.

As for the total charge: 0. The SMILES is F[C@@H]1C[C@H]1Cl. Its HOMO energy is -10.021 eV. As for the orbital gap: 11.135 eV.

Element x y z (Å)
C  -0.541  0.204  1.017
C  0.126  -1.054  0.739
C  0.507  0.124  -0.149
H  -1.641  0.212  0.962
H  -0.377  -1.918  0.244
H  1.030  -1.470  1.265
H  1.495  0.378  0.092
F  -0.114  0.918  2.081
Cl  -0.002  -0.065  -1.820

---

[14]
Density functional theory data (the ωB97M-V functional and the def2-TZVPD basis) for a cluster of 2 separate species, C29H27N2OPS in total.

As for the total charge: 0. Its HOMO energy is -6.548 eV. As for the orbital gap: 6.068 eV.

Element x y z (Å)
C  0.976  0.935  4.294
S  -0.086  1.303  2.837
C  -0.862  2.910  3.272
C  1.070  1.735  1.656
C  1.671  0.809  0.784
C  2.587  1.307  -0.199
C  3.247  0.433  -1.040
C  3.045  -0.959  -0.955
C  3.745  -1.852  -1.826
N  4.335  -2.571  -2.534
C  2.117  -1.447  -0.016
C  1.420  -0.596  0.822
H  1.461  -0.031  4.091
H  1.737  1.717  4.431
H  0.328  0.852  5.181
H  -1.573  3.122  2.464
H  -1.403  2.774  4.221
H  -0.125  3.714  3.354
H  1.213  2.808  1.501
H  2.739  2.385  -0.259
H  3.936  0.807  -1.796
H  1.936  -2.520  0.024
H  0.661  -0.994  1.499
C  5.141  3.986  8.224
C  6.107  3.002  7.996
C  6.448  2.644  6.689
C  5.799  3.249  5.608
P  6.110  2.685  3.905
C  7.911  2.766  3.786
C  8.717  1.637  3.603
C  10.111  1.777  3.550
C  10.702  3.038  3.654
C  9.895  4.172  3.816
C  8.504  4.035  3.867
N  5.680  1.056  3.899
C  4.588  0.565  4.359
C  4.369  -0.868  4.539
C  3.363  -1.353  5.410
C  3.159  -2.724  5.559
C  3.974  -3.633  4.877
C  5.028  -3.161  4.080
C  5.227  -1.787  3.913
O  5.428  3.542  2.895
C  4.853  4.252  5.832
C  4.519  4.614  7.140
H  4.882  4.271  9.242
H  6.605  2.511  8.831
H  7.219  1.894  6.517
H  8.261  0.654  3.511
H  10.735  0.892  3.414
H  11.787  3.151  3.595
H  10.344  5.164  3.890
H  7.878  4.920  3.979
H  3.781  1.203  4.744
H  2.750  -0.636  5.957
H  2.365  -3.088  6.214
H  3.819  -4.706  5.007
H  5.697  -3.864  3.587
H  6.034  -1.392  3.291
H  4.381  4.748  4.984
H  3.771  5.389  7.307